Entry 1:
ORCA calculation (the ωB97M-V functional and the def2-TZVPD basis) on C31H30ClN4O5RhS2 as an isolated structure.

XYZ file:
```
74
Properties=species:S:1:pos:R:3
Rh 0.18 0.61 1.04
C -2.95 -1.92 7.39
C -2.30 -0.90 6.50
C -1.66 0.21 7.05
C -1.04 1.16 6.26
C -1.06 0.96 4.89
C -1.69 -0.12 4.30
C -2.32 -1.05 5.12
S -0.35 2.25 3.90
O -1.27 3.34 4.06
O 1.00 2.48 4.35
N -0.27 2.19 2.07
C 0.70 3.09 1.70
C 0.82 4.42 2.09
C 1.99 5.08 1.77
C 2.99 4.41 1.07
C 2.76 3.12 0.65
N 1.62 2.48 0.91
H -3.05 -1.56 8.41
H -2.35 -2.84 7.42
H -3.94 -2.19 7.01
H -1.65 0.33 8.13
H -0.54 2.02 6.69
H -1.69 -0.24 3.22
H -2.82 -1.90 4.67
H 0.03 4.86 2.68
H 2.15 6.10 2.08
H 3.94 4.89 0.84
H 3.50 2.57 0.08
Cl 1.11 -0.43 2.81
O -0.89 1.51 -0.61
S -0.85 2.13 -1.98
C -0.35 3.88 -1.80
C 1.08 4.04 -2.31
C 1.26 2.96 -3.38
C 0.73 1.68 -2.76
H -0.49 4.13 -0.75
H -1.06 4.45 -2.40
H 1.78 3.89 -1.50
H 1.24 5.04 -2.71
H 2.31 2.85 -3.67
H 0.69 3.21 -4.27
H 1.36 1.30 -1.95
H 0.55 0.89 -3.48
O -1.44 -1.13 0.83
C -0.75 -1.50 -0.14
N -1.05 -2.40 -1.10
C 0.00 -2.43 -2.11
C 1.01 -1.41 -1.49
O 2.05 -1.09 -2.01
N 0.46 -0.94 -0.35
C -0.44 -1.81 -3.43
C -1.58 -1.03 -3.51
C -1.96 -0.46 -4.72
C -1.18 -0.66 -5.86
C -0.01 -1.41 -5.77
C 0.36 -1.97 -4.56
C 0.56 -3.84 -2.23
C 0.00 -4.75 -3.12
C 0.44 -6.07 -3.15
C 1.43 -6.49 -2.28
C 2.01 -5.58 -1.40
C 1.58 -4.26 -1.38
H -1.89 -2.94 -1.12
H -2.18 -0.86 -2.63
H -2.86 0.13 -4.78
H -1.47 -0.21 -6.80
H 0.61 -1.55 -6.64
H 1.29 -2.53 -4.48
H -0.78 -4.43 -3.80
H 0.00 -6.76 -3.85
H 1.76 -7.52 -2.29
H 2.79 -5.90 -0.72
H 2.05 -3.56 -0.70
```

HOMO-LUMO gap (spin up / spin down): 7.13 / 7.13 eV
E_LUMO (spin up / spin down): -1.260 / -1.256 eV
DFT total energy: -86032.8879 eV
charge: 0
HOMO energy (spin up / spin down): -0.3082 / -0.3081 Ha


Entry 2:
ORCA calculation (the ωB97M-V functional and the def2-TZVPD basis) on one molecule with the formula C18H21NO2.

XYZ file:
```
42
Properties=species:S:1:pos:R:3
C -5.29 0.00 -0.97
O -4.56 0.24 0.21
C -3.24 0.55 0.11
C -2.57 0.76 1.32
C -1.23 1.05 1.33
C -0.50 1.14 0.14
C 0.96 1.39 0.25
O 1.45 1.92 1.23
N 1.69 0.98 -0.82
C 3.15 0.94 -0.84
C 3.71 2.35 -0.69
C 3.69 0.01 0.26
C 3.37 -1.47 0.01
C 1.90 -1.77 0.07
C 1.18 -2.10 -1.08
C -0.17 -2.36 -1.02
C -0.84 -2.29 0.19
C -0.14 -1.97 1.34
C 1.22 -1.71 1.28
C -1.18 0.95 -1.06
C -2.53 0.66 -1.08
H -4.88 -0.85 -1.53
H -6.30 -0.24 -0.64
H -5.31 0.89 -1.61
H -3.13 0.68 2.24
H -0.70 1.22 2.26
H 1.22 0.40 -1.49
H 3.43 0.54 -1.82
H 3.45 2.75 0.28
H 4.80 2.33 -0.79
H 3.31 3.00 -1.46
H 4.77 0.13 0.30
H 3.27 0.33 1.21
H 3.88 -2.06 0.77
H 3.77 -1.77 -0.97
H 1.70 -2.17 -2.03
H -0.71 -2.61 -1.92
H -1.90 -2.49 0.25
H -0.65 -1.92 2.29
H 1.76 -1.46 2.18
H -0.67 1.06 -2.01
H -3.02 0.53 -2.03
```

HOMO-LUMO gap: 9.26 eV
E_LUMO: 0.716 eV
DFT total energy: -24592.6026 eV
charge: 0
HOMO energy: -0.3139 Ha


Entry 3:
ORCA calculation (the ωB97M-V functional and the def2-TZVPD basis) on one molecule with the formula C7H14.

XYZ file:
```
21
Properties=species:S:1:pos:R:3
C 1.55 -1.85 2.47
C 1.03 -2.09 1.28
C -0.33 -1.66 0.73
C -0.18 -0.57 -0.35
C -0.88 0.73 -0.03
C -1.04 1.69 -1.25
C 0.25 2.32 -1.82
H 0.80 -2.04 3.29
H 2.49 -1.42 2.78
H 1.64 -2.53 0.47
H -0.93 -1.34 1.59
H -0.97 -2.44 0.30
H -0.23 -1.00 -1.36
H 0.93 -0.44 -0.46
H -1.96 0.64 0.17
H -0.42 1.20 0.85
H -1.66 1.13 -1.95
H -1.74 2.47 -0.91
H 0.89 1.48 -2.14
H -0.16 2.98 -2.60
H 0.91 2.76 -1.08
```

HOMO-LUMO gap: 9.97 eV
E_LUMO: 1.188 eV
DFT total energy: -7483.4813 eV
charge: 0
HOMO energy: -0.3226 Ha


Entry 4:
ORCA calculation (the ωB97M-V functional and the def2-TZVPD basis) on a 2-piece molecular cluster, C5H14 overall.

XYZ file:
```
19
Properties=species:S:1:pos:R:3
C -2.44 -1.90 0.62
C -1.30 -0.90 0.39
C -0.06 -1.64 -0.22
H -3.42 -1.41 0.56
H -2.44 -2.77 -0.03
H -2.43 -2.30 1.64
H -1.70 -0.18 -0.32
H -0.98 -0.49 1.34
H 0.13 -1.21 -1.20
H 0.89 -1.33 0.25
H -0.18 -2.70 -0.15
C 1.34 1.46 -0.53
C 2.18 2.72 -0.25
H 0.64 1.60 -1.34
H 2.00 0.61 -0.70
H 0.78 1.28 0.40
H 2.88 2.61 0.58
H 1.54 3.51 0.16
H 2.57 3.04 -1.21
```

HOMO-LUMO gap: 12.38 eV
E_LUMO: 1.116 eV
DFT total energy: -5411.4736 eV
charge: 0
HOMO energy: -0.4140 Ha


Q: Which value of charge does entry 3 give?
A: 0